# C7H10

The molecule C7H10 (ωB97M-V/def2-TZVPD, OMol25).

Structure (XYZ):
```
17
Properties=species:S:1:pos:R:3:mulliken_charge:R:1
C 1.86948 0.57853 0.80492 -0.7047
C 1.32968 -0.73216 0.29907 -0.1651
C 0.54683 -0.63037 -1.01029 -0.9673
C -0.44237 0.27229 -0.27915 0.8094
C -1.80227 -0.14723 0.18598 -0.8170
C -1.69130 0.79849 -0.95631 -0.5656
C 0.42988 0.29795 0.97868 -0.3102
H 2.18285 1.39030 0.15777 0.2160
H 2.43122 0.48114 1.73145 0.2709
H 1.66195 -1.68208 0.70212 0.3571
H 0.09055 -1.55480 -1.38011 0.3210
H 1.11366 -0.17513 -1.83800 0.2643
H -2.11015 -1.17975 0.12990 0.2532
H -2.02787 0.34872 1.13184 0.2535
H -1.82042 0.28348 -1.90938 0.2374
H -2.12921 1.78947 -0.92684 0.2575
H -0.02153 0.15146 1.95689 0.2895
```

Computed properties:
* highest occupied orbital energy: -8.8 eV
* relative energy (zero: lowest compared OMol25 entry of this formula, charge and spin): 77.0 kcal/mol
* M: 94.2 Da
* multiplicity: 1
* SMILES: C1[C@@H]2CC3(CC3)[C@H]12
* LUMO energy: 1.195 eV